(1)
Formula: C5H6N2O
Source: OMol25
Level of theory: the ωB97M-V functional and the def2-TZVPD basis

Calculated values
Charge: 0
SMILES string: Nc1[nH]cc2c1OC2

Each line ends with the Löwdin charge.
Element x y z (Å)
H (-2.02, -2.02, 0.85)  0.19
C (1.08, 0.76, 0.08)  -0.11
H (2.65, -0.72, 1.11)  0.10
C (2.25, -0.29, 0.15)  0.03
N (-1.16, 1.15, -0.04)  0.04
H (3.32, 0.01, -0.38)  0.15
C (-1.13, -0.17, -0.12)  -0.38
C (0.20, 1.76, -0.02)  -0.05
N (-2.27, -1.00, 0.20)  0.03
H (-2.61, -1.37, -0.77)  0.10
O (1.09, -1.48, -0.18)  -0.07
C (0.20, -0.36, -0.23)  -0.26
H (0.11, 2.82, -0.01)  0.09
H (-1.80, 1.87, 0.30)  0.15

---

(2)
Formula: C53H44N2OP2PdSi
Source: OMol25
Level of theory: the ωB97M-V functional and the def2-TZVPD basis

Calculated values
2S+1: 5
Charge: +2

Each line ends with the Löwdin spin population.
Element x y z (Å)
C (-3.73, 1.37, -1.04)  0.02
C (1.12, 1.61, 4.35)  0.02
C (-4.29, -1.51, 2.54)  0.00
H (4.13, -4.35, 1.63)  0.00
C (-0.73, -2.86, -0.64)  0.07
H (5.56, 3.44, 2.53)  0.00
C (-4.01, -2.76, 3.06)  0.02
C (0.21, 0.55, 4.27)  0.03
H (1.27, 2.27, 3.51)  0.00
H (-3.53, 0.43, 2.03)  0.00
H (-1.29, 4.87, 0.71)  0.00
H (5.18, -1.00, -0.10)  0.00
H (-5.99, -1.95, -1.24)  0.02
C (3.68, -1.84, 3.87)  0.00
Si (0.34, 2.39, 0.40)  0.04
C (-2.23, -2.63, -0.24)  0.12
C (1.99, 2.75, 1.19)  0.00
Pd (0.08, 0.01, 0.39)  0.53
C (4.25, 1.99, 1.66)  0.00
C (4.77, -0.53, -0.99)  0.01
H (3.78, -1.63, 4.92)  0.00
C (1.82, 1.85, 5.52)  0.00
C (2.33, 4.01, 1.68)  0.00
H (0.55, -0.65, 7.42)  0.00
H (2.51, 2.68, 5.58)  0.00
C (3.10, -1.11, 1.64)  0.01
C (3.60, 4.25, 2.17)  0.00
P (-0.69, 0.40, 2.71)  0.18
C (3.86, -3.37, 2.02)  0.00
H (-5.29, -1.28, 2.20)  0.00
H (-2.99, 5.57, 2.34)  0.00
C (3.24, -0.85, 3.00)  0.01
H (-4.79, -3.51, 3.13)  0.00
H (-0.76, -4.80, -1.73)  0.01
C (-2.96, 3.71, 3.41)  0.00
C (-4.95, -2.15, -1.01)  0.34
C (-2.56, 4.58, 2.40)  0.00
C (-2.01, -0.82, 2.91)  0.02
H (-2.82, -4.74, -0.61)  0.02
H (1.16, 2.93, -1.85)  0.00
C (5.07, 0.20, -3.27)  0.00
C (-4.47, -3.46, -0.99)  0.02
H (-0.70, -1.07, 5.37)  0.00
C (-2.70, -1.24, -0.58)  0.17
H (3.86, 5.23, 2.56)  0.00
H (0.98, -2.45, 2.20)  0.00
P (2.48, 0.14, 0.50)  0.10
H (-5.63, 0.40, -1.20)  0.01
C (-1.04, 2.90, 1.55)  0.00
O (-0.63, -7.08, -0.74)  0.00
H (-2.21, -2.69, 0.86)  0.03
C (-2.72, -3.06, 3.49)  0.00
H (4.36, -3.87, 4.05)  0.00
C (5.56, -0.42, -2.12)  0.00
C (-1.72, -2.10, 3.41)  0.02
H (3.02, 0.14, 3.39)  0.00
H (0.93, -4.91, 2.20)  0.02
H (-1.72, 2.02, -1.05)  0.02
C (-1.46, 2.03, 2.55)  0.02
H (-3.71, 4.02, 4.13)  0.00
C (4.56, 3.24, 2.16)  0.00
C (2.98, 0.60, -2.15)  0.01
H (-4.11, 2.37, -1.21)  0.00
N (1.14, -7.21, 0.66)  0.00
H (2.16, 1.22, 7.55)  0.00
C (3.48, -0.01, -1.00)  0.02
C (0.54, -4.38, 1.34)  0.32
N (0.04, -2.22, 0.42)  0.21
C (-1.60, 4.18, 1.48)  0.00
C (-3.30, -0.54, 2.46)  0.02
C (3.78, 0.70, -3.28)  0.00
H (-0.56, 3.29, -1.79)  0.00
C (0.11, -5.05, 0.18)  0.04
H (6.57, -0.82, -2.11)  0.00
C (2.95, 1.75, 1.20)  0.01
C (0.53, -2.96, 1.36)  0.05
C (0.01, -0.27, 5.38)  0.02
H (-0.72, -2.34, 3.74)  0.00
H (-2.71, 1.77, 4.29)  0.00
H (3.39, 1.17, -4.18)  0.00
C (0.36, 3.30, -1.22)  0.01
C (-4.07, -1.04, -0.85)  0.05
H (0.60, 4.35, -0.98)  0.00
C (-2.41, 2.44, 3.49)  0.01
H (5.00, 1.21, 1.63)  0.00
C (0.72, -0.02, 6.56)  0.00
H (1.22, -8.20, 0.52)  0.00
H (-5.14, -4.28, -1.22)  -0.01
C (-4.57, 0.27, -1.02)  0.13
H (1.88, -6.74, 1.15)  0.00
H (1.59, 4.81, 1.69)  0.00
C (-1.90, -0.09, -0.54)  0.44
C (-2.36, 1.17, -0.90)  0.20
C (1.62, 1.03, 6.63)  0.02
H (5.70, 0.28, -4.15)  0.00
H (-2.49, -4.03, 3.90)  0.00
C (-0.45, -4.31, -0.81)  0.27
C (-3.17, -3.72, -0.67)  0.29
H (-0.56, -2.34, -1.58)  0.02
C (3.99, -3.10, 3.37)  0.01
H (1.97, 0.97, -2.17)  0.01
H (3.29, -2.60, 0.10)  0.00
C (0.17, -6.54, -0.02)  -0.01
C (3.41, -2.39, 1.15)  0.01

---

(3)
Formula: C4H12NO2
Source: OMol25
Level of theory: the ωB97M-V functional and the def2-TZVPD basis

Calculated values
2S+1: 2
Charge: -2

Each line ends with the Löwdin spin population.
Element x y z (Å)
O (-1.88, 0.88, 2.56)  0.01
H (0.54, 2.54, -2.01)  0.13
H (1.58, -1.50, 1.16)  0.00
H (-1.20, -0.53, 0.53)  0.00
H (-2.23, 0.11, 2.11)  0.00
C (0.78, -0.75, 1.36)  0.01
H (1.12, 1.07, -2.92)  0.13
H (-1.00, 0.60, 2.88)  0.00
N (-0.40, 0.65, -1.59)  0.01
H (-0.91, 1.04, -0.80)  0.01
C (-0.04, -0.72, -1.24)  0.07
O (0.33, -0.93, 2.64)  0.00
C (0.76, 1.47, -1.97)  0.49
H (-0.53, -1.53, -1.81)  0.02
H (-0.47, -2.13, 0.39)  0.00
C (-0.28, -1.07, 0.25)  0.00
H (1.61, 1.38, -1.27)  0.06
H (1.18, 0.27, 1.18)  0.01
H (1.03, -0.84, -1.44)  0.03

---

Calculated total energy list, top to bottom, in Eh: -378.65895 -3330.36141 -364.66544
Energy above the lowest of the compared OMol25 structures with the same formula, charge and spin list, top to bottom, in eV: 5.769 0.000 0.973